1.
A structure of composition C18H43ILiN3OS2SbSi3. Source: the Open Molecules 2025 dataset; level of theory: ωB97M-V/def2-TZVPD.

The calculation puts the relative energy (zero: lowest compared OMol25 entry of this formula, charge and spin) at 28.70 kcal/mol. The HOMO-LUMO gap is 6.29 eV.

The geometry in ORCA input format:
```
! wB97M-V def2-TZVPD RIJCOSX def2/J DEFGRID3
* xyz 1 1
Li 0.399 1.748 0.204
I 1.748 1.675 -2.495
C 3.008 1.901 -0.829
C 4.313 2.323 -1.003
C 5.095 2.444 0.137
C 4.542 2.141 1.373
C 3.222 1.735 1.428
N 2.464 1.602 0.336
H 4.699 2.553 -1.985
H 6.121 2.775 0.059
H 5.122 2.227 2.280
H 2.739 1.502 2.369
N -4.406 1.457 -1.565
C -3.512 2.664 -1.677
C -2.039 2.244 -1.564
N -1.676 1.655 -0.272
H -5.373 1.726 -1.386
H -4.069 0.900 -0.776
H -4.363 0.873 -2.400
H -3.726 3.322 -0.836
H -3.726 3.182 -2.610
H -1.446 3.152 -1.685
H -1.772 1.556 -2.371
H -2.170 0.789 -0.078
H -1.914 2.345 0.461
C -1.533 7.426 0.938
O -0.541 6.432 0.686
C -0.797 5.154 0.947
S 0.531 4.150 0.645
S -2.266 4.694 1.629
H -1.079 8.369 0.648
H -1.811 7.441 1.991
H -2.425 7.237 0.339
C 3.481 -1.920 -1.328
Si 2.481 -2.519 0.160
C 2.305 -4.397 0.066
C 3.418 -2.054 1.734
Sb 0.267 -1.204 0.183
Si -0.906 -2.274 2.204
C -2.717 -1.703 2.123
C -0.852 -4.152 2.398
C -0.148 -1.415 3.705
Si -0.971 -2.273 -1.807
C -2.737 -1.527 -1.855
C -0.194 -1.682 -3.427
C -1.094 -4.157 -1.818
H 4.452 -2.418 -1.367
H 3.663 -0.845 -1.274
H 2.964 -2.123 -2.267
H 3.284 -4.872 0.157
H 1.873 -4.707 -0.886
H 1.670 -4.781 0.864
H 4.444 -2.426 1.698
H 2.944 -2.479 2.621
H 3.461 -0.972 1.863
H -3.246 -2.136 1.272
H -2.766 -0.613 2.054
H -3.252 -1.997 3.028
H -1.129 -4.661 1.474
H -1.541 -4.476 3.180
H 0.149 -4.484 2.679
H -0.208 -0.330 3.592
H 0.904 -1.678 3.829
H -0.667 -1.684 4.626
H -2.679 -0.527 -2.296
H -3.192 -1.464 -0.863
H -3.392 -2.131 -2.486
H -0.267 -0.598 -3.528
H -0.686 -2.134 -4.291
H 0.865 -1.940 -3.478
H -1.407 -4.547 -0.850
H -0.125 -4.595 -2.058
H -1.808 -4.502 -2.569
*
```

Results of the Mulliken charge analysis, in e, for atoms 1 through 6: atom 1 (Li): 0.566, atom 2 (I): 0.165, atom 3 (C): -0.070, atom 4 (C): -0.469, atom 5 (C): -0.412, atom 6 (C): -0.644

=====

2.
A structure of composition C2H3CoFO. Source: the Open Molecules 2025 dataset; level of theory: ωB97M-V/def2-TZVPD.

The calculation puts the relative energy (zero: lowest compared OMol25 entry of this formula, charge and spin) at 31.74 kcal/mol. The HOMO-LUMO gap (alpha / beta) is 9.04 / 8.27 eV. As for the expectation value of S²: 6.03.

The geometry in ORCA input format:
```
! wB97M-V def2-TZVPD RIJCOSX def2/J DEFGRID3
* xyz 1 5
C 0.264 0.048 0.806
C 0.998 1.010 0.022
H -0.166 0.349 1.773
F 0.956 -1.148 0.973
H 0.763 2.051 0.280
H 2.020 0.738 -0.263
O -1.314 -0.352 -0.143
Co -0.501 0.571 -1.461
*
```

Results of the Mulliken charge analysis, in e, for atoms 1 through 6: atom 1 (C): 0.718, atom 2 (C): -0.992, atom 3 (H): 0.333, atom 4 (F): -0.191, atom 5 (H): 0.342, atom 6 (H): 0.392

=====

3.
An isolated molecule of C4H8N2O3. Source: the Open Molecules 2025 dataset; level of theory: ωB97M-V/def2-TZVPD.

The calculation puts the relative energy (zero: lowest compared OMol25 entry of this formula, charge and spin) at 64.21 kcal/mol. The HOMO-LUMO gap is 8.37 eV.

The geometry in ORCA input format:
```
! wB97M-V def2-TZVPD RIJCOSX def2/J DEFGRID3
* xyz 0 1
C -1.697 0.922 -0.369
N -0.319 0.526 -0.154
C 0.446 0.942 0.965
O -0.035 1.210 2.056
O 1.680 1.389 0.572
C 0.227 -0.640 -0.625
N 0.408 -0.803 -1.967
C 0.784 -1.395 0.402
O 0.003 -1.757 1.491
H -2.339 0.047 -0.490
H -2.049 1.483 0.495
H -1.775 1.539 -1.267
H 2.060 1.863 1.324
H 0.669 -1.719 -2.290
H -0.043 -0.164 -2.604
H 1.593 -2.081 0.169
H 0.388 -1.360 2.292
*
```

Results of the Mulliken charge analysis, in e, for atoms 1 through 6: atom 1 (C): -0.998, atom 2 (N): 0.193, atom 3 (C): 0.511, atom 4 (O): -0.613, atom 5 (O): -0.475, atom 6 (C): 0.406

=====

4.
An isolated molecule of C5H14N2O. Source: the Open Molecules 2025 dataset; level of theory: ωB97M-V/def2-TZVPD.

The calculation puts the relative energy (zero: lowest compared OMol25 entry of this formula, charge and spin) at 46.99 kcal/mol. The HOMO-LUMO gap is 9.47 eV.

The geometry in ORCA input format:
```
! wB97M-V def2-TZVPD RIJCOSX def2/J DEFGRID3
* xyz 0 1
C -0.531 -1.913 1.204
N 0.100 -0.675 0.745
C 0.716 -0.006 1.898
C -0.782 0.240 0.007
N -1.538 -0.500 -0.996
C 0.030 1.319 -0.731
C 1.290 0.669 -1.463
O 1.794 1.609 -2.401
H 0.195 -2.536 1.739
H -0.874 -2.522 0.362
H -1.379 -1.723 1.872
H 1.301 0.867 1.597
H -0.034 0.316 2.631
H 1.418 -0.680 2.401
H -1.496 0.717 0.691
H -2.256 -1.049 -0.533
H -2.030 0.153 -1.602
H -0.598 1.850 -1.458
H 0.387 2.085 -0.032
H 0.999 -0.240 -1.996
H 2.111 0.425 -0.784
H 1.177 1.594 -3.150
*
```

Results of the Mulliken charge analysis, in e, for atoms 1 through 6: atom 1 (C): -1.146, atom 2 (N): 0.027, atom 3 (C): -1.131, atom 4 (C): 0.326, atom 5 (N): -0.730, atom 6 (C): -0.856

=====

5.
An isolated molecule of C6H10N2. Source: the Open Molecules 2025 dataset; level of theory: ωB97M-V/def2-TZVPD.

The calculation puts the relative energy (zero: lowest compared OMol25 entry of this formula, charge and spin) at 41.67 kcal/mol. The HOMO-LUMO gap is 10.22 eV.

The geometry in ORCA input format:
```
! wB97M-V def2-TZVPD RIJCOSX def2/J DEFGRID3
* xyz 0 1
H -1.046 1.853 -2.404
N -0.304 1.172 -2.268
C -0.591 0.232 -1.472
C 0.470 -0.712 -0.987
C 0.718 -0.418 0.539
C 0.508 -1.361 1.448
C 1.539 0.814 0.793
N -1.841 -0.018 -0.934
C -2.253 0.233 0.220
H 0.130 -1.738 -1.109
H 1.380 -0.533 -1.556
H 0.843 -1.251 2.467
H -0.068 -2.248 1.231
H 2.604 0.570 0.740
H 1.325 1.566 0.035
H 1.345 1.213 1.788
H -3.262 -0.040 0.500
H -1.497 0.667 0.966
*
```

Results of the Mulliken charge analysis, in e, for atoms 1 through 6: atom 1 (H): 0.245, atom 2 (N): -0.652, atom 3 (C): 0.584, atom 4 (C): -0.643, atom 5 (C): 0.604, atom 6 (C): -0.914

=====

6.
A structure of composition C11H13ClO3PtS. Source: the Open Molecules 2025 dataset; level of theory: ωB97M-V/def2-TZVPD.

The HOMO-LUMO gap (alpha / beta) is 7.76 / 5.80 eV. As for the expectation value of S²: 6.04.

The geometry in ORCA input format:
```
! wB97M-V def2-TZVPD RIJCOSX def2/J DEFGRID3
* xyz 0 5
C -2.086 -1.168 -0.024
C -1.626 -1.369 -1.403
C -1.585 -0.136 -2.052
H -1.377 -2.349 -1.823
C -1.933 0.892 -1.130
C -2.221 0.324 0.119
H -2.736 0.789 0.955
H -2.723 -1.876 0.519
H -1.349 0.033 -3.113
H -1.994 1.960 -1.353
Pt -0.426 -1.440 1.285
Cl -0.151 -3.595 0.799
C 1.974 -0.143 -0.553
C 1.705 1.147 -1.079
C 1.730 1.041 -2.483
H 1.493 2.045 -0.513
C 2.043 -0.305 -2.860
C 2.159 -1.058 -1.652
H 2.258 -2.133 -1.570
H 2.008 -0.405 0.499
H 1.621 1.870 -3.191
H 2.175 -0.670 -3.872
C 0.850 0.456 3.512
S -0.594 1.184 2.759
O -1.800 0.771 3.423
O -0.324 2.568 2.480
O -0.536 0.572 1.273
H 0.759 0.636 4.599
H 1.738 0.994 3.139
H 0.945 -0.634 3.310
*
```

Results of the Mulliken charge analysis, in e, for atoms 1 through 6: atom 1 (C): -1.095, atom 2 (C): -0.356, atom 3 (C): -0.225, atom 4 (H): 0.399, atom 5 (C): -0.598, atom 6 (C): -0.011

=====

no.,E_tot (eV)
1,-86026.684
2,-44501.599
3,-13398.904
4,-10438.990
5,-9362.630
6,-44358.063